A molecular structure, C3H5MgO3Sc at a distorted geometry. Source: the OMol25 dataset; level of theory: the ωB97M-V functional and the def2-TZVPD basis.

As for the relative energy (zero: lowest compared OMol25 entry of this formula, charge and spin): 0.0 kJ/mol. For the maximum force, the calculation gives 5.01 eV/A. As for the orbital gap (spin up / spin down): 5.06 / 4.79 eV. The HOMO energy (spin up / spin down) is -0.38232 / -0.38232 Ha. The spin multiplicity is 2. Its total charge is +1.

Positions of all 13 atoms, in Å:
O: -1.1712 2.2042 -0.0404
C: -2.2913 1.5125 0.0691
C: -2.3131 0.1659 0.0852
O: -1.0769 -0.4645 -0.0992
C: -0.9048 -1.7303 0.5243
Mg: 0.3769 1.0363 -0.2279
H: -3.2398 2.0572 0.1676
H: -3.1779 -0.4776 0.2336
H: -1.1074 -2.5218 -0.2098
H: -1.5706 -1.8292 1.3934
Sc: 4.0023 0.1827 -0.5219
O: 2.1444 0.5829 0.0138
H: 0.1620 -1.8191 0.8439

***

A molecular structure, C28H45BrN2NiP2 at a distorted geometry. Source: the OMol25 dataset; level of theory: the ωB97M-V functional and the def2-TZVPD basis.

As for the relative energy (zero: lowest compared OMol25 entry of this formula, charge and spin): 195.1 kJ/mol. For the maximum force, the calculation gives 3.99 eV/A. As for the orbital gap (spin up / spin down): 5.95 / 3.63 eV. The HOMO energy (spin up / spin down) is -0.45974 / -0.46529 Ha. The spin multiplicity is 3. Its total charge is +2.

Positions of all 79 atoms, in Å:
N: -4.0113 -5.5370 3.0974
C: -4.1282 -4.4071 3.7891
C: -3.3187 -3.3001 3.5392
C: -2.3321 -3.3729 2.5208
C: -2.2749 -4.5780 1.7582
C: -3.1191 -5.6334 2.1132
C: -1.5677 -2.2037 2.1928
Ni: 0.0399 -0.5771 0.6764
P: 0.0983 2.8195 -2.9713
C: -1.2355 -1.8992 0.8295
C: -2.1028 -0.9515 0.0801
C: -2.4398 -1.2399 -1.2737
C: -3.3197 -0.4330 -1.9825
C: -3.9731 0.6559 -1.3533
C: -3.6586 0.9362 -0.0118
C: -2.7830 0.1268 0.7124
Br: -5.1154 1.8016 -2.2845
H: -1.4337 -1.4510 2.9796
H: -0.6881 -2.6604 0.2476
H: -3.4542 -2.3859 4.1150
H: -1.5769 -4.7107 0.9325
H: -4.8692 -4.3693 4.5907
H: -3.0637 -6.5910 1.5853
H: -1.9780 -2.1049 -1.7604
H: -2.5807 0.3490 1.7622
H: -3.5651 -0.5989 -3.0328
H: -4.0347 1.8712 0.4195
P: 2.0429 -0.9294 0.2967
C: -1.6862 2.9459 -2.6141
C: -2.4768 3.4131 -3.8397
H: -1.8104 3.6480 -1.7761
H: -2.0017 1.9448 -2.2908
H: -3.5115 3.6118 -3.5437
H: -2.0551 4.3324 -4.2645
H: -2.4962 2.6514 -4.6286
C: 0.2289 1.1111 -3.6037
C: 0.8549 1.1503 -5.0036
H: -0.7840 0.6863 -3.6466
H: 0.8310 0.5264 -2.8953
H: 0.8968 0.1454 -5.4365
H: 0.2697 1.7811 -5.6875
H: 1.8771 1.5477 -4.9684
C: 0.9724 3.0178 -1.3863
C: 1.8316 4.2950 -1.4552
H: 1.5860 2.1169 -1.2204
H: 0.2152 3.0841 -0.5877
H: 2.6538 4.2568 -0.7313
H: 2.2672 4.4290 -2.4559
H: 1.2289 5.1877 -1.2432
C: 3.2048 0.4067 0.6980
C: 4.6999 0.1049 0.6894
H: 2.8881 0.7930 1.6770
H: 2.9481 1.1961 -0.0280
H: 5.0506 -0.1570 1.6969
H: 4.9984 -0.6928 -0.0032
H: 5.2397 1.0141 0.3871
C: 2.4453 -1.4136 -1.4124
C: 1.5245 -2.4885 -2.0011
H: 3.4902 -1.7603 -1.4094
H: 2.3978 -0.4962 -2.0242
H: 1.5415 -3.4089 -1.4054
H: 0.4781 -2.1564 -2.0711
H: 1.8535 -2.7587 -3.0135
C: 2.4014 -2.3579 1.4016
C: 2.4968 -1.9886 2.8847
H: 3.3300 -2.8320 1.0471
H: 1.5580 -3.0549 1.2465
H: 2.0085 -2.7668 3.4825
H: 3.5396 -1.9405 3.2236
H: 2.0061 -1.0399 3.1468
C: 2.0158 2.8816 4.2138
C: 0.7788 2.7547 3.3099
C: 0.8080 1.6881 2.3505
N: 0.3825 0.9037 1.6018
H: 2.3529 1.9113 4.5930
H: 1.7528 3.5078 5.0706
H: 2.8410 3.3675 3.6859
H: -0.1168 2.5958 3.9458
H: 0.6353 3.6789 2.7269

***

11 unconnected molecules or ions with the total composition C6H35N2O10 at a distorted geometry. Source: the OMol25 dataset; level of theory: the ωB97M-V functional and the def2-TZVPD basis.

As for the relative energy (zero: lowest compared OMol25 entry of this formula, charge and spin): 59.7 kJ/mol. For the maximum force, the calculation gives 2.76 eV/A. As for the orbital gap: 8.96 eV. The HOMO energy is -0.41506 Ha. Its total charge is +1.

Positions of all 53 atoms, in Å:
C: 1.9988 -2.9357 0.3109
C: 1.9362 -1.7393 1.2379
C: 1.0453 -0.6254 0.6514
C: -0.2380 -0.6088 1.0592
N: -1.1752 0.2900 0.5701
C: 1.5997 0.4536 -0.2752
C: 3.1255 0.4309 -0.4035
N: 0.7415 -3.2911 -0.3773
H: 2.7784 -2.8584 -0.4542
H: 2.4643 -3.8011 0.7949
H: 1.5901 -1.9793 2.2439
H: 2.8806 -1.2369 1.4237
H: -0.4802 -1.2939 1.8577
H: -0.7769 1.0445 0.0356
H: -1.9830 0.5776 1.1002
H: 1.3494 1.3856 0.2444
H: 1.1094 0.4792 -1.2484
H: 3.4936 -0.3665 -1.0294
H: 3.4671 1.3825 -0.8161
H: 3.5452 0.4599 0.6000
H: 0.8384 -3.1435 -1.4113
H: 0.2773 -4.1633 -0.1659
H: 0.1173 -2.4666 -0.3196
H: -3.5409 1.5234 -1.8382
H: -2.4325 0.6808 -1.0351
O: -2.6132 1.3577 -1.6745
H: 0.3775 -2.4435 -3.1392
H: 0.7470 -3.8730 -3.5324
O: 1.1312 -3.0677 -3.1643
H: -0.8448 0.9034 5.2779
H: -0.1497 1.2856 3.8303
O: -0.8177 1.4783 4.5119
H: -1.2467 -0.2639 -3.0918
H: -0.9715 -0.4818 -1.6050
O: -0.9504 -0.9112 -2.4667
H: -0.0804 2.2216 2.1455
H: 0.9061 2.9772 3.0052
O: 0.7843 2.1316 2.5718
H: 0.8829 4.5246 -0.5526
H: -0.5623 4.7388 -0.9711
O: 0.2785 4.3960 -1.2899
H: 1.1910 0.6228 -3.8746
H: 1.9386 -0.7246 -4.1607
O: 1.0919 -0.3319 -3.9288
H: -2.3764 -2.5308 -1.1266
H: -2.3541 -2.3568 0.4304
O: -2.0084 -2.8702 -0.3038
H: -2.1212 1.3864 3.5205
H: -3.7000 1.6066 3.3151
O: -2.8850 1.2844 2.9305
H: -0.8502 3.2937 -0.0646
H: -2.1122 2.8502 0.9255
O: -1.1943 3.0939 0.8158

***

2 unconnected molecules or ions with the total composition C8H8NOPS at a distorted geometry. Source: the OMol25 dataset; level of theory: the ωB97M-V functional and the def2-TZVPD basis.

As for the relative energy (zero: lowest compared OMol25 entry of this formula, charge and spin): 0.0 kJ/mol. For the maximum force, the calculation gives 3.64 eV/A. As for the orbital gap: 8.62 eV. The HOMO energy is -0.31064 Ha. Its total charge is 0.

Positions of all 20 atoms, in Å:
C: -3.5266 -1.1747 0.5179
C: -3.8153 0.1873 0.5542
C: -2.2247 -1.6301 0.5029
C: -2.8045 1.1298 0.5778
C: -1.1915 -0.7013 0.5396
C: -1.4972 0.6789 0.5757
C: 0.8438 0.0836 0.6234
C: 3.7863 1.0638 -0.3288
N: 0.1522 -0.9758 0.5775
O: 3.6573 -1.4638 0.1559
P: 3.3626 -0.1217 1.0130
S: -0.0156 1.6030 0.6427
H: -4.3354 -1.8885 0.5128
H: -4.8450 0.5139 0.5652
H: -1.9936 -2.6836 0.4724
H: -3.0247 2.1859 0.6077
H: 3.2024 1.9730 -0.1966
H: 3.5574 0.6023 -1.2872
H: 4.8467 1.3178 -0.2895
H: 3.4777 -2.2755 0.6326

***

Which of these has the highest maximum force? C3H5MgO3Sc